{
  "formula": "C4H5AgO5",
  "method": "ωB97M-V/def2-TZVPD",
  "species": ["O", "O", "O", "O", "H", "H", "C", "C", "Ag", "H", "H", "O", "H", "C", "C"],
  "xyz": [[-2.423342, -1.729469, -0.787083], [3.564886, 2.594889, -0.142772], [1.623228, 1.873496, 0.178539], [-1.436558, -1.144831, 1.086337], [0.405981, -0.377952, -1.352317], [1.134384, -0.036443, 0.830552], [-0.062639, 0.503756, -0.899235], [2.877608, 1.519929, 0.190317], [-2.540127, -3.038958, 0.890476], [-0.013785, 1.351466, -1.591831], [-0.098565, 1.304535, 1.124014], [-1.450532, 0.255780, -0.680588], [4.500996, 2.366042, -0.181122], [-1.800735, -0.885006, -0.094626], [0.607619, 0.837139, 0.427245]],
  "forces_ev_per_angstrom": [[-0.5, 0.2, 0.0], [-0.1, 0.4, -0.1], [-0.8, 0.0, -0.1], [-0.4, 0.2, -0.4], [-0.1, 0.2, -0.1], [-0.3, 0.3, 0.2], [0.4, 0.1, 0.3], [0.2, -0.8, 0.0], [-0.2, -0.8, 0.5], [0.0, -0.2, 0.3], [0.2, -0.4, -0.2], [-0.9, 0.0, -0.3], [-0.1, -0.1, 0.1], [1.3, 0.2, -0.2], [1.3, 0.7, -0.1]],
  "multiplicity": 3,
  "e_tot_ev": -18459.950,
  "homo_energy_ha": [-0.250, -0.343],
  "relative_energy_kj_mol": 162.72,
  "e_lumo_ev": [0.766, -3.537],
  "homo_lumo_gap_ev": [7.6, 5.8],
  "s2": 2.007
}

=====

{
  "formula": "C4H5BO2",
  "method": "ωB97M-V/def2-TZVPD",
  "species": ["O", "C", "O", "H", "H", "C", "H", "H", "C", "B", "C", "H"],
  "xyz": [[2.006675, -1.448732, 0.247090], [-1.360404, -0.231602, -0.095258], [1.411776, 1.882548, -0.465086], [-0.897264, -2.144511, -0.757348], [2.929160, -1.168384, 0.308455], [-0.484077, -1.165327, -0.477296], [-1.299317, 1.934615, -0.112153], [-2.458946, -0.466087, -0.078386], [0.682818, 0.987986, -0.064751], [0.961593, -0.628181, -0.124178], [-0.698916, 1.162169, 0.267964], [-0.793097, 1.285505, 1.350949]],
  "forces_ev_per_angstrom": [[-0.6, 0.4, -0.8], [-0.1, 0.8, 0.0], [-0.1, -0.4, 0.4], [0.6, 0.3, 0.1], [-0.5, 0.5, 0.1], [0.3, -0.5, 0.4], [-0.2, 1.4, -1.0], [1.1, 0.8, 0.1], [2.8, 0.0, -1.5], [-0.1, -0.9, 0.3], [-3.5, -2.4, 1.6], [0.2, 0.0, 0.2]],
  "e_tot_ev": -9000.230,
  "homo_energy_ha": -0.335,
  "relative_energy_kj_mol": 1.60,
  "e_lumo_ev": 0.190,
  "smiles": "O=C1CC=CB1O",
  "homo_lumo_gap_ev": 9.3
}

=====

{
  "formula": "C4H5BaLi2O2",
  "method": "ωB97M-V/def2-TZVPD",
  "species": ["C", "H", "H", "Li", "H", "Ba", "O", "C", "H", "C", "Li", "H", "C", "O"],
  "xyz": [[-1.607466, 0.295610, -0.353569], [-0.038319, -0.329375, -1.566333], [-1.357403, -0.092868, -2.401276], [2.623959, -1.255162, 1.763092], [-0.925658, 1.110382, -0.101436], [-0.911434, -3.292644, 0.847348], [-1.362709, -1.944536, -1.220656], [1.883876, 2.717208, 1.698998], [-2.650862, 0.225925, -0.036003], [2.643719, 1.727878, 1.788390], [-1.711932, -2.786560, -2.761858], [1.580423, 3.702910, 2.004306], [-1.102818, -0.588499, -1.441857], [2.936624, 0.509730, 1.780854]],
  "forces_ev_per_angstrom": [[0.3, -0.1, -0.2], [0.4, -0.7, 0.6], [-1.2, -0.8, -0.4], [0.0, 1.0, 0.0], [-0.7, 0.0, 0.3], [0.0, 0.4, -0.4], [-0.2, -0.5, -0.9], [1.5, -0.3, 0.5], [0.4, 0.2, 0.0], [-2.9, 0.5, -0.3], [0.1, 0.1, 0.5], [0.2, -0.3, -0.3], [1.0, 1.5, 0.5], [1.0, -0.9, 0.0]],
  "multiplicity": 2,
  "e_tot_ev": -9422.008,
  "homo_energy_ha": [-0.177, -0.180],
  "e_lumo_ev": [-1.299, -1.274],
  "homo_lumo_gap_ev": [3.5, 3.6],
  "s2": 0.757
}

=====

{
  "formula": "C4H5BaO2",
  "method": "ωB97M-V/def2-TZVPD",
  "species": ["C", "H", "H", "C", "H", "H", "O", "C", "H", "C", "Ba", "O"],
  "xyz": [[0.548576, 0.685878, 0.306386], [-0.135204, -1.305982, 1.092525], [0.914327, 1.245485, 1.177957], [-1.725887, -0.062798, 0.856946], [1.017741, 1.888198, -0.364453], [2.193975, -0.614514, 0.026195], [2.210040, 1.325414, -1.056920], [1.653775, 0.126230, -0.603639], [1.227996, -0.368463, -1.504893], [-0.433846, -0.308183, 0.754168], [-4.576941, -2.537477, -1.394058], [-2.894552, -0.073786, 0.709787]],
  "forces_ev_per_angstrom": [[0.8, 1.6, -0.4], [0.0, 0.1, 0.1], [0.7, -0.9, 0.2], [2.2, -1.3, -0.6], [-0.2, -1.8, -1.1], [0.9, 0.3, -0.6], [0.2, 0.3, 1.1], [-1.1, 1.3, 0.1], [-0.2, -0.6, 0.6], [-2.0, 0.3, 0.3], [0.4, 0.5, 0.4], [-1.7, 0.2, -0.1]],
  "multiplicity": 2,
  "e_tot_ev": -9008.240,
  "homo_energy_ha": [-0.192, -0.191],
  "relative_energy_kj_mol": 538.37,
  "e_lumo_ev": [-1.547, -1.994],
  "homo_lumo_gap_ev": [3.7, 3.2],
  "s2": 0.751
}

=====

{
  "formula": "C4H5BaO6",
  "method": "ωB97M-V/def2-TZVPD",
  "species": ["O", "O", "C", "O", "C", "C", "O", "H", "Ba", "C", "O", "O", "H", "H", "H", "H"],
  "xyz": [[-2.850326, -0.224240, 0.388204], [-2.075493, 1.782197, 0.837120], [1.428721, -1.677615, -0.466693], [0.254182, -1.096222, -0.349033], [-2.061207, 0.724760, 0.154902], [0.186153, 0.393042, -0.714972], [2.441648, -1.085681, -0.801012], [0.516476, 1.007043, 1.028852], [-4.529543, 1.219879, 2.310926], [1.189589, 1.152103, 0.088228], [1.441692, -2.800302, 0.234377], [-1.189569, 0.687136, -0.855338], [1.256528, 2.187527, -0.259094], [2.137727, 0.842210, 0.534898], [1.349148, -3.551319, -0.366258], [0.504273, 0.439482, -1.765106]],
  "forces_ev_per_angstrom": [[0.0, 0.1, -0.5], [-0.4, 0.4, 0.4], [1.9, 3.5, 1.3], [-1.2, 1.6, -0.5], [-1.5, 0.5, 2.9], [1.4, -2.8, -3.7], [-0.9, -1.3, -0.9], [1.2, 1.8, -0.3], [1.4, -0.3, -1.1], [-3.2, 0.7, 4.0], [-0.2, -2.1, -0.2], [2.1, -0.5, -0.7], [-0.3, -0.2, 0.3], [-0.2, -0.8, -1.4], [0.1, -0.2, 0.3], [-0.2, -0.3, 0.1]],
  "multiplicity": 2,
  "e_tot_ev": -17205.758,
  "homo_energy_ha": [-0.190, -0.346],
  "relative_energy_kj_mol": 142.03,
  "e_lumo_ev": [-0.271, -0.272],
  "homo_lumo_gap_ev": [4.9, 9.2],
  "s2": 0.750
}

=====

{
  "formula": "C4H5BeLiO",
  "method": "ωB97M-V/def2-TZVPD",
  "species": ["C", "H", "H", "O", "C", "Be", "C", "C", "H", "H", "Li", "H"],
  "xyz": [[0.563171, -1.709083, -0.195145], [-0.365251, 2.092539, 0.816305], [0.940135, 0.555958, -0.936946], [0.065146, 0.292262, 1.621578], [0.325975, -2.092379, -1.338509], [0.579888, -1.085014, 1.109152], [-0.349297, 1.004546, 0.639477], [-0.147556, 0.597114, -0.764030], [0.193958, -2.423899, -2.356553], [-0.453933, 1.378881, -1.476634], [-0.041700, 1.154304, 3.420078], [-1.310538, 0.234770, -0.538773]],
  "forces_ev_per_angstrom": [[-0.3, -3.7, -5.4], [-1.8, -0.2, 0.4], [-0.5, -2.3, -0.5], [-0.4, -0.4, 0.8], [0.7, -0.2, 1.3], [0.1, 1.4, 3.8], [3.2, 2.3, -2.4], [-2.3, 4.1, 2.0], [-0.1, 0.0, 0.2], [-0.2, 0.5, 0.7], [0.0, 0.1, 0.5], [1.5, -1.5, -1.3]],
  "e_tot_ev": -6860.769,
  "homo_energy_ha": -0.655,
  "relative_energy_kj_mol": 0.00,
  "e_lumo_ev": -10.283,
  "charge": 2,
  "homo_lumo_gap_ev": 7.5
}

=====

{
  "formula": "C4H5Br2N2O5S2",
  "method": "ωB97M-V/def2-TZVPD",
  "species": ["O", "C", "N", "Br", "S", "Br", "O", "H", "H", "H", "C", "C", "H", "S", "N", "H", "C", "O", "O", "O"],
  "xyz": [[0.722967, -0.700796, 0.144986], [1.189055, -0.389484, -0.882104], [3.512296, 0.299462, 3.607604], [-1.804406, -2.439221, -2.116424], [-0.832287, 1.324741, -1.787831], [3.147461, -0.599255, -1.105828], [-2.428680, -0.654603, 0.173428], [0.606567, -0.017272, 2.480998], [1.246825, 0.761130, -2.638351], [0.414358, 0.669888, 4.106455], [2.370631, 0.129716, 3.596359], [0.933087, -0.084712, 3.518774], [0.686013, -1.071993, 3.903337], [-2.797365, -0.602333, -1.205318], [-2.261760, 0.626691, -2.026359], [0.224076, -0.656568, -2.750455], [0.522147, 0.156728, -2.093550], [-0.629363, 1.844243, -0.464857], [-4.159599, -0.835819, -1.573260], [-0.662024, 2.239457, -2.887605]],
  "forces_ev_per_angstrom": [[-0.2, -0.1, 0.3], [-0.1, -0.1, 0.2], [-0.8, -0.1, 0.1], [0.3, -0.2, -0.1], [-0.3, 0.5, -0.2], [0.2, 0.0, -0.2], [0.2, -0.1, 0.1], [0.0, 0.0, 0.0], [-0.1, 0.0, 0.0], [0.0, 0.0, 0.0], [0.9, 0.1, -0.2], [-0.1, 0.0, 0.0], [0.0, 0.0, 0.0], [-0.5, 0.8, -0.1], [0.6, -0.6, 0.1], [-0.2, -0.1, 0.0], [0.5, 0.3, -0.3], [-0.1, -0.2, 0.1], [0.0, 0.0, 0.1], [-0.1, 0.0, 0.0]],
  "e_tot_ev": -179203.752,
  "homo_energy_ha": -0.252,
  "e_lumo_ev": 2.675,
  "charge": -1,
  "homo_lumo_gap_ev": 9.5
}

=====

{
  "formula": "C4H5BrClI",
  "method": "ωB97M-V/def2-TZVPD",
  "species": ["C", "C", "C", "H", "H", "Br", "Cl", "C", "H", "H", "I", "H"],
  "xyz": [[0.413561, 0.833605, 0.368091], [-0.647730, 1.355593, -0.228718], [-2.026014, 0.817418, -0.177156], [0.620229, -0.284939, 0.664400], [-2.743330, 1.515978, -0.644605], [3.990228, -1.467683, 0.577229], [2.008101, 1.549195, 0.119809], [-2.387892, -0.348688, 0.303028], [3.778181, -0.122289, -0.086687], [-0.743062, 2.414642, -0.417511], [-4.295733, -1.150784, 0.065384], [-1.769816, -1.142259, 0.701328]],
  "forces_ev_per_angstrom": [[2.0, -2.8, -1.0], [-1.5, 0.4, 1.9], [0.3, 0.8, -0.7], [-1.0, 2.4, -0.3], [0.2, -0.7, 0.4], [-0.2, 1.6, -0.8], [-0.5, 0.5, 0.4], [-0.7, -1.2, -0.2], [0.2, -1.8, 0.9], [1.0, 0.2, -0.6], [-0.2, 0.2, 0.1], [0.4, 0.5, 0.1]],
  "e_tot_ev": -94892.610,
  "homo_energy_ha": -0.328,
  "relative_energy_kj_mol": 16.38,
  "e_lumo_ev": -0.226,
  "smiles": "Cl/C=C/C=C/I.Br",
  "homo_lumo_gap_ev": 8.7
}

=====

{
  "formula": "C4H5BrO3",
  "method": "ωB97M-V/def2-TZVPD",
  "species": ["H", "C", "C", "O", "H", "H", "C", "H", "C", "O", "H", "Br", "O"],
  "xyz": [[1.395220, 0.227173, 1.794469], [-0.706987, -1.332560, 0.034714], [-1.235561, -0.133561, -0.764861], [0.223546, -1.125221, 0.967358], [0.509159, 1.880222, -0.398384], [-0.267892, 0.945388, 1.512981], [0.723219, 0.915860, -0.197283], [2.036960, -0.135124, -0.838314], [0.468178, 0.293884, 1.186753], [-0.946276, -2.467918, -0.281533], [-1.178314, -0.535703, -1.798904], [-2.582311, 0.873840, -0.028227], [1.561053, 0.593719, -1.188767]],
  "forces_ev_per_angstrom": [[-0.7, 0.6, 0.1], [-1.2, -0.4, -1.5], [4.7, -0.8, 1.0], [-0.3, 1.8, 1.2], [-1.4, 3.3, 0.4], [-1.8, 0.5, 1.5], [-3.3, -3.0, -1.1], [1.2, -1.6, -0.3], [4.2, -1.6, -2.7], [-0.2, -0.1, 0.0], [-0.9, 1.1, 0.4], [-1.0, 0.4, 0.0], [0.8, -0.3, 0.8]],
  "e_tot_ev": -80410.452,
  "homo_energy_ha": [-0.305, -0.305],
  "relative_energy_kj_mol": 254.12,
  "e_lumo_ev": [0.293, 0.293],
  "homo_lumo_gap_ev": [8.6, 8.6]
}

=====

{
  "formula": "C4H5BrOS",
  "method": "ωB97M-V/def2-TZVPD",
  "species": ["H", "Br", "S", "H", "C", "H", "C", "C", "O", "H", "C", "H"],
  "xyz": [[1.005287, -0.991166, 1.009455], [-2.872686, 1.129179, -0.115226], [-1.467226, -1.612196, 0.169527], [2.279971, 0.633446, -1.309516], [-0.152046, 0.842434, 0.321070], [2.739462, -0.869292, -0.551507], [-1.409259, 0.077327, -0.001894], [1.019325, -0.123757, 0.261151], [-2.867486, -2.100724, -0.019397], [-0.290632, 1.447954, 1.252121], [2.016387, -0.037086, -0.558435], [-0.001094, 1.603882, -0.457345]],
  "forces_ev_per_angstrom": [[0.0, 1.3, -1.2], [-1.4, 0.4, -0.4], [-1.7, 2.1, -0.9], [-0.3, 1.6, -1.0], [0.5, -0.1, -0.6], [-0.2, 0.4, 0.2], [1.2, -2.1, 1.4], [-1.5, -0.3, 2.7], [1.2, 0.2, 0.3], [0.2, -0.9, -0.4], [2.2, -2.5, -0.2], [-0.1, -0.2, 0.0]],
  "e_tot_ev": -87151.735,
  "homo_energy_ha": [-0.330, -0.330],
  "relative_energy_kj_mol": 52.68,
  "e_lumo_ev": [-0.527, -0.527],
  "homo_lumo_gap_ev": [8.4, 8.4]
}

=====

{
  "formula": "C4H5Cl",
  "method": "ωB97M-V/def2-TZVPD",
  "species": ["C", "H", "H", "H", "C", "H", "C", "Cl", "C", "H"],
  "xyz": [[-0.727401, -0.076129, -0.032121], [-0.858086, 1.952753, -0.921221], [-0.785522, 1.932564, 0.920226], [0.730188, -1.197628, 1.011196], [-2.018043, -0.219843, -0.007129], [0.053590, -2.010477, -0.403175], [0.390483, -1.057586, -0.013669], [-3.651678, -0.122146, 0.004136], [-0.702545, 1.398957, -0.011340], [1.220233, -0.677550, -0.601751]],
  "forces_ev_per_angstrom": [[0.1, -0.7, 0.0], [0.0, 0.0, -0.2], [0.0, 0.0, 0.2], [0.1, 0.0, 0.1], [1.5, 2.6, 0.0], [0.0, -0.2, -0.1], [-0.1, 0.1, 0.0], [-0.2, -0.2, 0.0], [-1.7, -1.5, 0.0], [0.1, 0.0, -0.1]],
  "e_tot_ev": -16747.032,
  "homo_energy_ha": -0.285,
  "relative_energy_kj_mol": 298.27,
  "e_lumo_ev": 0.596,
  "homo_lumo_gap_ev": 8.4
}

=====

{
  "formula": "C4H5Cl2O3",
  "method": "ωB97M-V/def2-TZVPD",
  "species": ["Cl", "C", "C", "H", "C", "H", "H", "H", "O", "Cl", "C", "O", "H", "O"],
  "xyz": [[-1.801802, -1.721705, -0.511272], [0.360669, -0.370002, 1.180176], [1.566761, -0.986672, 0.348988], [-0.063532, 0.055345, -1.896047], [-0.688083, 0.697034, -1.313942], [-0.058204, -0.839652, 2.081670], [-1.685942, 1.207907, -1.787748], [-0.082366, 1.378453, -0.772793], [2.049359, -0.195239, -0.471376], [-2.387646, 0.885125, 0.617303], [-1.156497, -0.127364, -0.130677], [0.748832, 0.968588, 1.379098], [1.373216, 1.156030, 0.552787], [1.825230, -2.107843, 0.723836]],
  "forces_ev_per_angstrom": [[0.1, -0.2, -0.1], [3.9, 0.8, 1.6], [-2.0, 1.1, 0.9], [0.2, 0.0, -1.0], [-2.6, -0.4, 0.3], [0.3, 0.2, -0.4], [2.8, -1.2, 0.5], [0.5, 1.4, -0.4], [0.6, 0.5, -0.6], [-0.9, 0.2, 1.1], [-2.5, 0.7, -2.4], [0.2, -0.1, -1.5], [-1.4, -0.9, 1.8], [0.6, -2.1, 0.2]],
  "multiplicity": 3,
  "e_tot_ev": -35412.589,
  "homo_energy_ha": [-0.014, -0.181],
  "e_lumo_ev": [3.527, 1.591],
  "charge": -1,
  "homo_lumo_gap_ev": [3.9, 6.5],
  "s2": 2.008
}